No. 1
{"formula": "C3H11NOS2", "method": "wB97M-V/def2-TZVPD", "e_lumo_ev": 0.50, "smiles": "NCCCSS.O", "total_energy_ha": -1047.25803, "total_charge": 0, "species": ["N", "C", "C", "C", "S", "S", "H", "H", "H", "H", "H", "H", "H", "H", "H", "O", "H", "H"], "xyz": [[-2.012475, 3.192458, 0.771097], [-0.844182, 2.324207, 0.668348], [-1.254356, 0.845774, 0.761129], [-0.457145, -0.078732, -0.129957], [1.204449, -0.408525, 0.531504], [2.378155, -0.310065, -1.152800], [-1.830049, 4.100276, 0.365944], [-2.240209, 3.357195, 1.743901], [-0.379521, 2.493432, -0.312783], [-0.086284, 2.560695, 1.417742], [-1.194894, 0.494329, 1.801930], [-2.313107, 0.788610, 0.515430], [-1.014665, -1.001391, -0.300901], [-0.289936, 0.371400, -1.106394], [2.303044, -1.600919, -1.517608], [-2.411683, -3.853687, -0.712399], [-3.048676, -4.111369, -0.039628], [-2.007601, -3.037832, -0.393591]], "forces_ev_per_a": [[-0.2, 0.1, 0.1], [0.2, -0.2, -0.3], [0.0, 0.3, 0.6], [-0.1, 0.0, -0.4], [0.1, 0.0, -0.1], [-0.1, -0.1, 0.2], [0.1, 0.0, 0.0], [-0.1, 0.0, 0.0], [-0.1, 0.0, 0.2], [0.1, -0.1, 0.0], [0.0, 0.1, -0.1], [-0.1, 0.0, -0.3], [0.2, -0.1, 0.1], [-0.1, 0.0, -0.1], [0.0, 0.0, 0.0], [0.1, 0.1, 0.0], [0.0, 0.1, 0.0], [-0.1, -0.2, 0.0]]}

***

No. 2
{"formula": "C25H29FN6O4", "method": "wB97M-V/def2-TZVPD", "e_lumo_ev": 0.68, "smiles": "COc1ccc(-c2nnn(CC(=O)N(CCO)[C@@H](C(=O)NC3CCCC3)c3ccc(F)cc3)n2)cc1", "total_energy_ha": -1699.42620, "total_charge": 0, "species": ["C", "O", "C", "C", "C", "C", "C", "N", "N", "N", "C", "C", "O", "N", "C", "C", "O", "C", "C", "O", "N", "C", "C", "C", "C", "C", "C", "C", "C", "C", "F", "C", "C", "N", "C", "C", "H", "H", "H", "H", "H", "H", "H", "H", "H", "H", "H", "H", "H", "H", "H", "H", "H", "H", "H", "H", "H", "H", "H", "H", "H", "H", "H", "H", "H"], "xyz": [[-1.690541, -3.773825, 8.708531], [-0.583794, -3.049803, 8.226601], [-0.466481, -2.847573, 6.888917], [0.657109, -2.120746, 6.481743], [0.875384, -1.858747, 5.150134], [-0.027202, -2.317711, 4.189403], [0.194201, -2.051000, 2.788233], [-0.637276, -2.438936, 1.798362], [-0.113614, -2.032049, 0.696566], [1.007081, -1.419847, 1.001129], [1.833289, -0.795394, 0.010183], [0.927159, 0.243778, -0.661079], [0.600455, 1.241785, -0.038513], [0.425164, -0.046280, -1.876379], [1.022683, -0.939946, -2.852442], [0.464066, -2.376400, -2.862509], [0.820178, -3.123817, -1.732033], [-0.623318, 0.855726, -2.379528], [0.108400, 1.941410, -3.190631], [0.378386, 1.840201, -4.372238], [0.480679, 2.972626, -2.419526], [1.341136, 4.041950, -2.884384], [0.810172, 5.404104, -2.398254], [1.784563, 5.888236, -1.311940], [2.603016, 4.654252, -0.933300], [2.738122, 3.915863, -2.260835], [-1.711996, 0.065254, -3.063806], [-2.527583, -0.720233, -2.249865], [-3.545021, -1.481976, -2.790153], [-3.744118, -1.443692, -4.159445], [-4.737926, -2.180422, -4.696693], [-2.952934, -0.672365, -4.988557], [-1.931598, 0.080680, -4.433945], [1.244068, -1.398491, 2.285936], [-1.145506, -3.039873, 4.592951], [-1.367334, -3.305175, 5.930249], [-2.634196, -3.276866, 8.462090], [-1.703626, -4.795868, 8.316770], [-1.572778, -3.805168, 9.790509], [1.342067, -1.774872, 7.239580], [1.740563, -1.298158, 4.832633], [2.206011, -1.560110, -0.672497], [2.649046, -0.294484, 0.534009], [0.846559, -0.500310, -3.837104], [2.103539, -0.982718, -2.696950], [-0.621662, -2.354183, -2.997912], [0.910761, -2.890125, -3.718916], [0.229476, -2.895162, -0.993163], [-1.061917, 1.327578, -1.492410], [0.353302, 2.904125, -1.417698], [1.364666, 3.959056, -3.973060], [-0.195972, 5.279237, -1.998582], [0.752826, 6.114643, -3.220761], [2.447170, 6.652646, -1.719431], [1.264104, 6.315818, -0.456885], [3.566716, 4.913631, -0.498362], [2.058771, 4.038053, -0.215815], [3.034728, 2.873973, -2.145306], [3.468287, 4.417011, -2.896670], [-2.355662, -0.743176, -1.183423], [-4.178345, -2.095372, -2.169469], [-3.136020, -0.665294, -6.051112], [-1.306821, 0.684440, -5.071713], [-1.838426, -3.391664, 3.844425], [-2.242238, -3.868247, 6.214340]], "forces_ev_per_a": [[-0.2, -0.1, 0.1], [0.3, 0.2, -0.2], [0.1, 0.1, -0.2], [-0.1, -0.1, 0.2], [-0.2, -0.1, -0.1], [-0.2, -0.1, 0.6], [0.4, 0.3, -0.8], [-0.4, -0.2, 0.4], [0.1, 0.1, -0.7], [-0.4, -0.5, 0.5], [0.3, 0.4, -0.6], [0.2, 0.0, 0.0], [0.1, 0.1, 0.4], [-0.2, 0.1, 0.0], [0.1, -0.9, -0.2], [0.1, 0.4, -0.3], [0.0, -0.2, 0.4], [-0.1, 0.2, 0.1], [-0.4, -0.2, 0.5], [0.1, -0.1, -0.4], [0.1, 0.4, 0.3], [0.1, -0.1, -0.4], [0.0, 0.1, 0.0], [0.0, 0.0, 0.1], [0.1, 0.1, -0.1], [-0.1, 0.0, 0.0], [0.0, 0.2, 0.0], [0.0, 0.1, -0.2], [-0.1, -0.1, -0.1], [0.1, 0.1, 0.0], [0.1, 0.1, 0.1], [-0.3, -0.2, 0.1], [0.0, 0.0, 0.0], [0.1, 0.0, 0.6], [0.3, 0.2, -0.2], [-0.1, -0.1, 0.4], [0.0, 0.0, 0.0], [0.0, 0.0, 0.0], [-0.1, 0.0, -0.1], [0.1, 0.0, 0.1], [0.1, 0.1, 0.0], [0.0, 0.1, 0.1], [-0.2, -0.1, -0.1], [0.1, 0.0, 0.1], [-0.1, 0.0, -0.1], [0.1, 0.0, -0.1], [-0.1, 0.1, 0.0], [0.0, 0.0, -0.2], [0.1, -0.1, -0.2], [-0.1, -0.2, -0.1], [0.0, 0.0, 0.2], [0.0, 0.0, -0.1], [-0.1, 0.0, 0.0], [0.0, 0.1, 0.0], [0.0, 0.1, 0.0], [0.0, -0.1, 0.1], [0.0, -0.1, 0.1], [0.1, 0.0, -0.1], [0.1, 0.0, 0.0], [0.0, 0.0, 0.1], [-0.1, -0.1, 0.0], [0.0, 0.0, -0.1], [0.0, 0.0, 0.0], [-0.1, 0.0, 0.0], [-0.1, 0.0, 0.1]]}

***

no.,HOMO-LUMO gap (eV)
1,9.6
2,9.1